Here is a molecular structure, C30H30N6O2Zr in a non-equilibrium geometry from OMol25. Energies are from ωB97M-V/def2-TZVPD.

Geometry as XYZ:
```
69
Properties=species:S:1:pos:R:3:forces:R:3:mulliken_charge:R:1
Zr 0.01571 0.04260 -0.72250 1.8 1.0 -1.6 0.702
C 2.19461 2.37147 -0.94872 0.2 -0.1 -0.1 -1.029
N 1.11337 2.01327 -0.00521 0.2 0.1 0.2 0.690
C 0.12695 3.12227 0.08486 -0.2 0.0 0.0 -1.665
C -1.12156 2.82210 -0.71497 0.1 0.2 -0.1 1.366
C -2.30869 3.49722 -0.49343 0.0 0.1 -0.1 -0.893
C -3.44195 3.09734 -1.18293 0.0 0.0 0.0 -0.425
C -3.34950 2.06608 -2.11062 0.1 0.1 0.0 -0.894
C -2.12022 1.47876 -2.31445 -0.2 0.2 -0.2 -0.005
N -1.02294 1.83372 -1.61662 -0.3 0.3 0.1 -0.062
C 1.63748 1.64595 1.33332 0.1 -0.1 0.3 -1.177
C 2.10921 0.21189 1.47126 0.1 0.1 0.2 0.888
C 3.18500 -0.10416 2.28037 0.0 0.0 0.0 -1.094
C 3.50083 -1.43876 2.49698 -0.1 0.0 -0.1 -0.555
C 2.72943 -2.42075 1.89411 0.1 0.0 0.1 -1.097
C 1.67453 -2.03120 1.09310 -0.1 0.0 0.1 -0.339
N 1.36604 -0.74437 0.88574 0.5 -0.2 0.7 0.942
C 2.90329 1.16642 -1.51717 0.0 -0.1 0.1 0.572
C 4.16537 1.25817 -2.08341 0.1 0.0 0.0 -1.268
C 4.72980 0.12442 -2.64149 0.0 0.0 0.0 -0.347
C 4.02628 -1.07373 -2.60557 0.0 0.0 0.0 -1.075
C 2.78038 -1.08253 -2.01708 0.1 0.0 0.0 -0.351
N 2.22393 0.01666 -1.48933 0.5 0.3 -0.4 0.714
H 1.74725 2.91274 -1.78489 0.0 0.0 0.0 0.559
H 2.92107 3.03364 -0.46801 -0.1 0.1 0.0 0.595
H -0.16447 3.27815 1.12139 0.0 0.0 0.0 0.387
H 0.57114 4.05925 -0.26030 0.0 0.0 0.0 0.627
H -2.35768 4.30669 0.22269 0.0 0.0 0.0 0.506
H -4.38995 3.58582 -1.00015 0.0 0.0 0.0 0.456
H -4.21178 1.73734 -2.67215 0.0 0.0 0.0 0.489
H -1.98133 0.72209 -3.07321 0.0 -0.1 0.1 0.550
H 2.43395 2.32661 1.64559 0.0 0.0 0.0 0.463
H 0.81709 1.74024 2.04653 0.0 0.1 0.0 0.464
H 3.76408 0.68096 2.74763 0.0 0.0 0.0 0.546
H 4.33298 -1.70294 3.13551 0.0 0.0 0.0 0.467
H 2.94256 -3.46870 2.04766 0.0 0.0 0.0 0.512
H 1.03572 -2.75947 0.60893 0.0 0.0 0.0 0.488
H 4.70243 2.19731 -2.08833 -0.1 0.0 0.0 0.554
H 5.71058 0.16674 -3.09578 0.0 0.0 0.0 0.451
H 4.43642 -1.98033 -3.02647 0.0 0.0 0.0 0.499
H 2.19364 -1.99215 -1.95339 0.0 0.0 -0.1 0.529
C -0.10348 -1.91708 -4.58681 0.0 0.1 0.1 -1.331
C -0.51519 -1.73964 -3.15888 -0.3 -0.4 -0.4 0.421
O -0.08983 -0.65112 -2.56636 -0.4 -0.9 -1.0 -0.500
C -1.32884 -2.64869 -2.53376 0.1 0.1 0.1 -1.289
C -1.74647 -2.55017 -1.18058 0.2 0.0 0.1 0.887
C -2.77210 -3.48852 -0.64126 0.0 0.0 0.0 -1.470
N -1.21553 -1.63172 -0.38645 -0.6 -0.3 0.4 0.682
N -1.68925 -1.61617 0.93322 -0.3 -0.3 0.4 -0.927
C -1.58678 -0.45102 1.48610 -0.4 -0.6 0.0 0.583
O -1.10029 0.58682 0.81318 -1.1 0.1 1.3 -0.209
C -2.05507 -0.25436 2.86495 0.0 0.2 0.2 0.520
C -2.08976 1.03108 3.40416 0.1 -0.1 -0.1 -0.159
C -2.56243 1.23545 4.68909 0.0 0.1 0.1 -0.876
C -3.00370 0.15778 5.44330 0.0 0.0 0.0 -0.455
C -2.96466 -1.12649 4.91376 0.0 0.0 0.0 -0.776
C -2.49303 -1.33634 3.63114 0.1 0.0 -0.1 -0.497
H -0.62607 -1.18508 -5.20688 0.0 0.0 0.0 0.310
H -0.33674 -2.91485 -4.94732 0.0 0.0 0.0 0.446
H 0.96530 -1.72981 -4.69636 0.0 0.0 0.0 0.275
H -1.71365 -3.47838 -3.10669 0.1 0.0 0.0 0.434
H -3.12918 -4.17453 -1.40329 0.0 0.0 0.0 0.459
H -3.60572 -2.91138 -0.23950 0.0 -0.1 0.0 0.334
H -2.35558 -4.04947 0.19631 0.0 0.0 0.0 0.318
H -1.76224 1.86787 2.79883 0.0 0.0 0.0 0.314
H -2.59295 2.23460 5.10312 0.0 0.0 0.0 0.433
H -3.38374 0.31678 6.44355 0.0 0.0 0.0 0.419
H -3.30797 -1.96550 5.50388 0.0 0.0 0.0 0.429
H -2.45615 -2.32684 3.20008 0.0 0.0 0.1 0.485
```
Positions in Å, forces in eV/Å.

Properties
2S+1: 1
Charge: +2
Kohn-Sham gap in eV: 7.489
Energy above the lowest of the compared OMol25 structures with the same formula, charge and spin in kJ/mol: 68.89
Lowest unoccupied orbital energy in eV: -5.84


Here is a molecular structure, C30H30N9O6SW from OMol25. Energies are from ωB97M-V/def2-TZVPD.

Geometry as XYZ:
```
77
Properties=species:S:1:pos:R:3:forces:R:3:mulliken_charge:R:1
W 0.05440 0.46326 -0.05445 -0.3 -0.1 -0.2 2.018
C -1.91488 -3.94149 0.02237 -0.1 0.0 0.0 -0.402
O -3.00603 -3.01690 -0.10234 0.0 0.0 0.0 -0.479
C -3.17594 -2.18625 0.96830 0.0 0.0 0.0 0.041
C -4.24841 -2.36211 1.81952 0.0 0.1 0.1 -0.277
C -4.49605 -1.46611 2.86483 0.0 -0.1 -0.1 -0.869
C -3.67111 -0.37846 3.03177 0.0 0.0 -0.1 -1.183
C -2.58478 -0.16425 2.16650 0.0 0.0 0.0 0.999
C -1.82166 1.05024 2.33290 -0.3 0.0 -0.1 -0.464
N -0.93387 1.49270 1.51267 0.3 0.1 0.2 0.827
N -0.34040 2.70745 1.90050 0.1 0.0 0.1 -1.219
C 0.87519 2.74378 1.46438 0.0 0.1 0.1 0.137
O 1.40021 1.77047 0.75450 -0.1 0.1 0.0 -0.058
C 1.74591 3.89816 1.76409 0.0 0.0 0.0 0.378
C 1.22039 5.05023 2.34470 0.0 0.0 0.0 -0.530
C 2.04712 6.12752 2.61164 0.0 0.0 0.0 -0.708
C 3.40188 6.06079 2.30863 0.0 0.0 0.0 -0.416
C 3.92846 4.91258 1.73573 0.0 0.0 0.0 -0.866
C 3.10261 3.83378 1.46021 0.0 0.0 0.0 -0.012
C -2.30506 -1.09400 1.15007 0.1 0.2 0.0 -0.092
O -1.26807 -0.96636 0.33016 0.2 -0.2 -0.1 0.763
H -1.87923 -4.49904 -0.90871 0.0 0.0 0.0 0.223
H -2.10605 -4.62596 0.85233 0.0 0.0 0.0 0.322
H -0.97015 -3.41761 0.16061 0.0 0.0 0.0 -0.014
H -4.89655 -3.21220 1.64912 0.0 0.0 0.0 0.503
H -5.33734 -1.62571 3.52391 0.0 0.0 0.0 0.430
H -3.86055 0.33764 3.82175 0.0 0.0 0.0 0.444
H -2.04025 1.66330 3.20389 0.0 0.1 -0.1 0.413
H 0.16610 5.09207 2.58050 0.0 0.0 0.0 0.476
H 1.63588 7.02276 3.05822 0.0 0.0 0.0 0.415
H 4.04531 6.90398 2.52198 0.0 0.0 0.0 0.406
H 4.98448 4.85749 1.50610 0.0 0.0 0.0 0.426
H 3.50951 2.93351 1.01903 0.0 0.0 0.0 0.375
N 0.17399 -0.47886 -3.99924 0.0 0.0 0.0 -0.377
N 0.09737 -1.70851 -3.32730 0.1 -0.1 0.0 -0.255
C 0.65090 -1.87527 -2.06613 -0.1 0.0 -0.1 -0.132
O 0.85092 -3.00232 -1.65236 0.0 0.0 0.0 -0.680
O 0.92950 -0.77467 -1.41282 0.0 0.0 0.0 0.004
H -0.65762 -0.36566 -4.56592 0.0 0.0 0.0 0.249
H 0.97894 -0.45508 -4.61839 0.0 0.0 0.0 0.242
H 0.14529 -2.55658 -3.87582 0.0 0.0 0.0 0.276
N -3.29633 1.09026 -2.71141 -0.1 0.0 0.0 0.192
C -2.79907 0.51015 -1.62262 0.1 0.1 0.0 -0.525
N -1.56078 0.95073 -1.46012 0.0 0.0 0.0 0.040
C -1.36193 1.78983 -2.51574 -0.1 0.0 0.0 0.150
N -2.40088 1.91110 -3.29767 0.1 0.0 0.0 -0.776
C -0.02482 2.33161 -2.67068 0.1 0.0 0.1 0.438
C 0.40439 3.15268 -3.69777 -0.1 0.0 -0.2 -0.674
N 1.67612 3.50512 -3.82247 0.0 0.0 0.0 -0.556
C 2.51590 3.03252 -2.91047 0.0 -0.1 0.1 -0.674
C 2.09359 2.23828 -1.85096 0.1 0.0 0.0 -0.282
N 0.81617 1.89884 -1.72449 -0.1 -0.1 0.0 0.305
H -4.21687 0.98025 -3.10684 0.0 0.0 0.0 0.208
H -3.32494 -0.20097 -1.00736 0.0 0.0 0.0 0.579
H -0.29931 3.51598 -4.43688 0.0 0.0 0.0 0.497
H 3.56248 3.29350 -3.00078 0.0 0.0 0.0 0.426
H 2.78121 1.88197 -1.09854 0.0 0.0 0.0 0.430
C 7.00395 -0.65325 -1.52798 0.0 0.0 0.0 -1.552
C 5.70180 -0.97516 -0.85337 0.0 0.0 0.0 0.991
C 5.15211 -0.10769 0.09182 0.0 0.0 0.0 -0.884
C 3.95733 -0.40542 0.72532 -0.1 0.0 0.0 -0.373
C 3.30701 -1.58699 0.40235 -0.1 0.0 0.0 0.364
C 3.81473 -2.45839 -0.54800 0.0 -0.1 0.0 -0.630
C 5.01748 -2.14921 -1.16174 0.0 0.0 0.0 -0.709
S 1.75866 -1.98708 1.17352 0.1 0.0 -0.1 0.528
C 2.33681 -2.35803 2.81726 0.0 0.0 0.0 -1.275
O 1.08562 -0.61635 1.43902 0.1 0.0 0.0 -0.591
H 7.40066 0.30290 -1.19130 0.0 0.0 0.0 0.353
H 6.88329 -0.61098 -2.61135 0.0 0.0 0.0 0.354
H 7.74894 -1.42105 -1.31513 0.0 0.0 0.0 0.363
H 5.67457 0.80880 0.33964 0.0 0.0 0.0 0.377
H 3.51526 0.27550 1.44322 0.0 0.0 0.0 0.355
H 3.25848 -3.34682 -0.82003 0.0 0.0 0.0 0.502
H 5.42559 -2.82756 -1.90106 0.0 0.0 0.0 0.435
H 2.88884 -1.50167 3.19940 0.0 0.0 0.0 0.356
H 2.97481 -3.23871 2.75880 0.0 0.0 0.0 0.454
H 1.45929 -2.56578 3.42645 0.0 0.0 0.0 0.467
```
Positions in Å, forces in eV/Å.

Properties
2S+1: 3
Charge: +1
Kohn-Sham gap (alpha / beta) in eV: 6.931 / 7.336
Energy above the lowest of the compared OMol25 structures with the same formula, charge and spin in kJ/mol: 40.50
Lowest unoccupied orbital energy (alpha / beta) in eV: -3.06 / -3.46


Here is 2 unconnected molecules or ions with the total composition C30H31BF3NO5 in a non-equilibrium geometry from OMol25. Energies are from ωB97M-V/def2-TZVPD.

Geometry as XYZ:
```
71
Properties=species:S:1:pos:R:3:forces:R:3:mulliken_charge:R:1
C 5.69858 1.39074 2.40055 0.2 0.7 -0.1 -1.011
O 5.40898 0.03721 2.66171 -2.4 -1.1 -0.4 -0.426
C 4.07028 -0.31036 2.51905 1.1 -0.1 0.4 1.004
C 3.72051 -1.64218 2.79395 0.6 0.1 0.1 -0.459
C 2.42443 -2.06444 2.73173 -0.1 0.0 0.0 -0.729
C 1.37937 -1.17124 2.40460 -0.5 0.0 -0.2 0.458
C 0.04275 -1.64153 2.42229 0.4 0.8 0.2 -0.342
C -1.15984 -0.89568 2.48497 0.2 0.1 0.0 0.865
C -2.38428 -1.57515 2.26973 -0.2 0.4 0.1 -0.846
C -3.56926 -0.89485 2.34833 0.0 0.6 0.1 0.979
C -3.60142 0.48452 2.65235 -0.8 -0.5 -0.4 0.025
O -4.89075 0.99824 2.66188 2.6 -0.3 0.3 -0.483
C -5.78017 -0.05057 2.26012 -0.8 -0.4 -0.4 -0.393
C -4.97815 -1.36270 2.20632 -0.3 -0.5 0.0 -0.701
C -2.40173 1.15727 2.90066 -0.9 0.7 0.1 -1.305
C -1.21387 0.48239 2.82756 0.0 -0.4 0.0 -0.847
C 1.74644 0.14819 2.05003 0.0 -0.3 0.0 -0.891
C 3.04635 0.56348 2.11608 0.5 0.5 0.0 -0.546
H 6.77426 1.54938 2.49358 -0.2 -0.3 0.1 0.248
H 5.39588 1.65204 1.38583 0.0 0.1 0.0 0.452
H 5.18450 2.01934 3.12810 0.0 0.2 0.0 0.380
H 4.50475 -2.32146 3.07356 0.2 -0.2 0.1 0.419
H 2.17958 -3.08570 2.96770 0.0 -0.2 0.2 0.342
H -0.07396 -2.71196 2.44109 0.0 -0.3 0.0 0.413
H -2.37645 -2.62572 2.04205 0.0 -0.3 0.0 0.483
H -6.61473 -0.08807 2.97043 0.3 0.1 -0.1 0.294
H -6.18409 0.22150 1.27588 0.1 0.0 0.2 0.274
H -5.13010 -1.92430 1.27723 -0.1 0.2 0.2 0.346
H -5.22984 -2.02487 3.04275 -0.1 0.1 -0.2 0.261
H -2.43754 2.20073 3.15927 0.1 0.2 0.1 0.519
H -0.30908 0.99905 3.09545 0.0 0.1 0.1 0.868
H 1.00288 0.81490 1.64987 0.0 0.2 0.0 0.818
H 3.28477 1.57723 1.84921 0.0 0.2 -0.1 0.483
C -1.55360 3.92831 7.22603 0.1 0.1 0.1 -0.635
O -0.16280 4.07417 7.08986 0.8 -0.8 0.0 -0.471
C 0.56533 2.87382 7.11948 0.2 0.2 0.0 0.812
C -0.00002 1.61670 7.25075 0.1 0.4 -0.1 -0.319
C 0.83454 0.49080 7.26555 0.0 0.6 -0.1 0.250
C 2.22178 0.63200 7.14873 -0.2 0.5 0.0 0.015
N 2.77738 -0.65174 7.20183 1.6 1.5 -0.3 0.594
C 4.17604 -0.90162 7.12421 -1.1 -1.7 0.3 0.309
O 4.59997 -2.03508 7.17035 -0.8 1.0 -0.1 -0.674
O 4.95857 0.20845 7.00021 -0.7 -0.6 0.0 -0.230
C 6.37038 -0.09201 6.91720 1.3 -0.6 0.0 1.671
C 6.62511 -0.97228 5.68508 -0.2 -0.1 0.0 -1.357
C 6.81231 -0.78628 8.21354 -0.2 -0.1 0.0 -1.705
C 7.11614 1.23970 6.76454 -0.7 -0.1 0.1 -1.824
C 1.74408 -1.56949 7.34906 -0.6 -0.7 0.1 0.077
B 1.74925 -3.18181 7.46636 0.7 0.6 0.4 0.493
F 0.42826 -3.59372 7.60580 -0.7 -0.4 0.0 -0.410
F 2.28981 -3.70380 6.29730 0.3 -0.7 -0.9 -0.401
F 2.48196 -3.54041 8.59198 0.3 -0.5 0.4 -0.377
C 0.56542 -0.89665 7.38953 -0.1 0.2 -0.1 -1.660
C 2.79422 1.89619 7.01759 0.2 -0.6 0.0 -0.235
C 1.97209 2.98694 7.00498 -1.0 0.8 0.0 -1.074
H -2.00352 4.92139 7.19278 0.2 0.0 0.0 0.242
H -1.94663 3.33214 6.40080 -0.2 -0.1 0.0 0.157
H -1.78509 3.46542 8.18680 -0.2 -0.1 0.0 0.309
H -1.05993 1.48480 7.34368 -0.3 -0.1 0.1 0.497
H 6.23174 -0.48838 4.79167 0.1 0.1 0.0 0.073
H 7.68715 -1.16441 5.54512 0.1 0.1 0.1 0.499
H 6.11016 -1.92593 5.79605 0.3 0.1 -0.1 0.420
H 6.56240 -0.16487 9.07209 0.1 0.2 0.0 0.370
H 6.28663 -1.73384 8.32845 0.3 0.1 0.0 0.402
H 7.88386 -0.97723 8.22026 0.1 0.1 -0.1 0.443
H 6.90886 1.88911 7.61286 0.0 0.1 0.1 0.409
H 8.19152 1.08375 6.70408 0.0 -0.2 0.0 0.441
H 6.78975 1.75393 5.86286 0.0 0.1 -0.2 0.311
H -0.40860 -1.34547 7.50572 0.1 -0.1 0.0 0.607
H 3.86236 1.98523 6.93357 0.0 0.3 0.0 0.530
H 2.38571 3.97465 6.90885 0.1 0.3 0.0 0.491
```
Positions in Å, forces in eV/Å.

Properties
2S+1: 1
Charge: 0
Kohn-Sham gap in eV: 3.692
Lowest unoccupied orbital energy in eV: -3.15